Entry 1:
{"formula": "C5H10N2O", "method": "ωB97M-V/def2-TZVPD", "de_lowest_kcal_mol": 133.5, "gap_ev": 9.6, "homo_ev": -8.6349, "smiles": "N[C@@]12CN[C@H]1COC2", "total_energy_ev": -10369.515, "e_lumo_ev": 0.9, "elements": ["C", "C", "C", "C", "C", "H", "H", "H", "H", "H", "H", "H", "H", "H", "H", "N", "N", "O"], "coordinates": [[-0.380, 0.497, 0.225], [-0.309, 1.634, -0.925], [-0.062, -0.418, -0.886], [0.703, -1.435, -0.237], [-1.290, -0.501, 1.048], [1.333, 0.313, 1.769], [0.817, 1.868, 1.542], [-1.362, 1.811, -1.293], [0.025, 2.460, -0.431], [1.422, 0.968, -1.257], [-1.104, -0.547, -1.409], [0.560, -2.497, -0.719], [1.678, -1.077, -0.103], [-2.180, -0.888, 0.728], [-1.418, -0.026, 2.032], [0.825, 0.889, 1.018], [0.537, 0.729, -1.581], [-0.160, -1.547, 0.968]]}

***

Entry 2:
{"formula": "C5H10N2O", "method": "ωB97M-V/def2-TZVPD", "de_lowest_kcal_mol": 14.7, "gap_ev": 9.9, "homo_ev": -9.1866, "smiles": "[H]/N=C(\\N)[C@H](C)C(C)=O", "total_energy_ev": -10374.667, "e_lumo_ev": 0.7, "elements": ["C", "C", "N", "C", "C", "N", "C", "O", "H", "H", "H", "H", "H", "H", "H", "H", "H", "H"], "coordinates": [[1.129, -0.222, -1.988], [-1.291, 1.376, 0.654], [-0.303, -1.647, -0.034], [-0.130, 0.331, -1.376], [0.036, -0.731, 0.784], [0.522, -0.863, 2.049], [-0.025, 0.650, 0.204], [-1.014, 0.821, -2.040], [-0.346, -2.594, 0.332], [0.489, -1.765, 2.498], [0.620, -0.051, 2.632], [0.882, 1.211, 0.451], [2.013, -0.047, -1.381], [0.991, -1.302, -2.045], [1.271, 0.192, -2.983], [-2.168, 0.782, 0.410], [-1.290, 1.550, 1.730], [-1.385, 2.309, 0.103]]}

***

Entry 3:
{"formula": "C5H10N2O", "method": "ωB97M-V/def2-TZVPD", "de_lowest_kcal_mol": 72.9, "gap_ev": 7.9, "homo_ev": -6.9784, "total_energy_ev": -10372.145, "e_lumo_ev": 0.9, "elements": ["C", "C", "C", "N", "N", "C", "C", "O", "H", "H", "H", "H", "H", "H", "H", "H", "H", "H"], "coordinates": [[-1.448, 1.485, -0.462], [0.245, -1.050, 0.064], [0.367, 0.119, 0.780], [0.049, -2.343, 0.496], [0.718, 0.316, 2.085], [0.265, -0.569, -1.310], [0.003, 1.131, -0.202], [1.453, -0.418, -2.030], [2.028, 0.187, -1.539], [-0.627, -2.505, 1.233], [0.074, -3.075, -0.199], [1.353, -0.346, 2.512], [0.825, 1.265, 2.409], [-0.483, -0.960, -2.005], [0.655, 2.013, -0.244], [-1.576, 1.932, -1.452], [-2.086, 0.600, -0.405], [-1.813, 2.217, 0.270]]}

***

Entry 4:
{"formula": "C5H10N2O", "method": "ωB97M-V/def2-TZVPD", "de_lowest_kcal_mol": 115.0, "gap_ev": 9.8, "homo_ev": -8.8509, "smiles": "C#[N+][O-].CN=C(C)C", "total_energy_ev": -10370.319, "e_lumo_ev": 1.0, "elements": ["C", "C", "C", "C", "C", "N", "N", "O", "H", "H", "H", "H", "H", "H", "H", "H", "H", "H"], "coordinates": [[-4.014, 0.088, -0.386], [0.340, -0.445, -0.107], [-0.087, -1.676, -0.932], [1.493, -0.564, 0.891], [-0.097, 1.895, 0.136], [-3.167, -0.121, 0.397], [-0.287, 0.605, -0.435], [-2.435, -0.392, 1.283], [-4.779, 0.290, -1.005], [0.663, -2.571, -0.927], [-0.308, -1.384, -1.917], [-1.050, -2.108, -0.524], [2.574, -0.126, 0.590], [1.656, -1.590, 1.228], [1.190, 0.043, 1.774], [0.575, 2.356, -0.512], [-1.172, 2.336, 0.256], [0.370, 1.831, 1.100]]}

***

Entry 5:
{"formula": "C5H10N2O", "method": "ωB97M-V/def2-TZVPD", "de_lowest_kcal_mol": 95.0, "gap_ev": 8.0, "homo_ev": -8.4365, "total_energy_ev": -10371.188, "e_lumo_ev": -0.4, "elements": ["C", "C", "N", "N", "C", "C", "C", "O", "H", "H", "H", "H", "H", "H", "H", "H", "H", "H"], "coordinates": [[1.071, 0.550, -0.230], [0.058, 1.534, 0.395], [-1.276, 0.963, 0.504], [1.188, 0.572, -1.557], [-1.372, -0.164, -0.424], [-0.037, -1.210, 0.049], [0.126, -1.693, 1.290], [-1.273, 0.114, -1.687], [-1.458, 0.647, 1.450], [1.961, 0.293, 0.333], [1.931, 0.024, -1.970], [0.203, 0.530, -1.990], [-2.227, -0.799, -0.144], [0.422, 1.853, 1.373], [0.042, 2.410, -0.257], [0.261, -1.832, -0.793], [0.535, -2.678, 1.490], [-0.156, -1.112, 2.165]]}

***

Entry 6:
{"formula": "C5H10N2O", "method": "ωB97M-V/def2-TZVPD", "de_lowest_kcal_mol": 77.1, "gap_ev": 8.5, "homo_ev": -7.5875, "smiles": "CN1C=C[C@H](O)N1C", "total_energy_ev": -10371.963, "e_lumo_ev": 0.9, "elements": ["C", "C", "C", "C", "C", "N", "N", "O", "H", "H", "H", "H", "H", "H", "H", "H", "H", "H"], "coordinates": [[1.191, -1.316, -0.611], [-0.062, -1.618, -0.351], [1.503, 0.087, -0.226], [-1.867, -0.500, 0.886], [-0.354, 1.767, -0.681], [-0.751, -0.485, -0.027], [0.118, 0.654, 0.114], [2.379, 0.342, 0.849], [2.107, -1.903, -0.871], [-0.586, -2.532, -0.373], [1.930, 0.722, -1.004], [-2.235, -1.441, 0.963], [-1.393, -0.093, 1.748], [-2.537, 0.130, 0.373], [-1.320, 2.061, -0.193], [0.414, 2.479, -0.495], [-0.405, 1.719, -1.758], [1.868, -0.072, 1.657]]}

***

Entry 7:
{"formula": "C5H10N2O", "method": "ωB97M-V/def2-TZVPD", "de_lowest_kcal_mol": 136.6, "gap_ev": [9.7, 7.4], "homo_ev": [-9.0854, -7.5089], "total_energy_ev": -10369.380, "e_lumo_ev": [0.6, -0.2], "elements": ["C", "C", "C", "C", "N", "C", "O", "N", "H", "H", "H", "H", "H", "H", "H", "H", "H", "H"], "coordinates": [[1.944, 0.236, 0.237], [0.888, -0.313, 1.076], [-3.066, 0.349, 1.000], [2.538, -0.485, -0.913], [-0.298, 0.264, 0.357], [-0.342, 0.354, -0.880], [-2.218, -0.561, 0.398], [-0.492, 0.562, -2.062], [2.245, 1.260, 0.421], [-0.953, -0.117, -2.655], [0.801, -1.400, 1.071], [0.848, 0.059, 2.095], [-4.072, -0.104, 1.079], [-3.194, 1.285, 0.426], [-2.766, 0.622, 2.026], [2.183, -1.515, -0.978], [2.320, 0.011, -1.870], [3.633, -0.509, -0.829]]}

***

Entry 8:
{"formula": "C5H10N2O", "method": "ωB97M-V/def2-TZVPD", "de_lowest_kcal_mol": 110.3, "gap_ev": 10.1, "homo_ev": -9.1011, "smiles": "C/C=N/N=C\\OCC", "total_energy_ev": -10370.524, "e_lumo_ev": 1.0, "elements": ["C", "C", "C", "C", "C", "H", "H", "H", "H", "H", "H", "H", "H", "H", "H", "N", "N", "O"], "coordinates": [[-3.574, 1.148, 0.017], [-2.666, -0.236, 0.001], [-0.439, -1.143, 0.061], [2.708, -0.099, -0.176], [3.610, 1.078, 0.099], [-3.827, 1.585, -1.109], [-4.650, 0.915, 0.723], [-2.803, 1.868, 0.731], [-2.794, -0.714, 0.973], [-2.872, -0.949, -0.832], [-1.046, -2.096, 0.247], [3.153, -1.041, 0.038], [4.475, 1.279, -0.568], [2.841, 1.903, 0.000], [3.870, 0.952, 1.276], [0.783, -1.210, 0.083], [1.446, 0.009, -0.134], [-1.225, 0.028, -0.142]]}